i:
C2H14N2O3 | ωB97M-V/def2-TZVPD

```
21
Properties=species:S:1:pos:R:3
C 0.7881 -1.9781 1.2834
N 0.5291 -0.9208 0.3368
C -0.8239 -0.3556 0.4091
N -0.9712 0.6858 -0.6127
H 0.8386 -2.9621 0.8042
H -0.0800 -2.1285 1.9249
H 1.6472 -1.8025 1.9230
H 0.6812 -1.1547 -0.6332
H -1.5123 -1.1658 0.1233
H -0.9894 -0.0939 1.4462
H -1.1822 1.5918 -0.2202
H -1.7762 0.3918 -1.1495
O 1.3513 0.6560 3.2811
H 1.2953 -0.0551 2.6254
H 0.4460 0.9876 3.3436
O 0.2023 -1.5632 -2.5071
H -0.0565 -0.6315 -2.5709
H 1.1479 -1.5240 -2.6949
O -0.3450 3.8318 -2.0635
H -1.2587 4.1223 -2.1505
H 0.0686 4.0688 -2.8985
```

Frontier orbital gap   9.08 eV
SMILES   CNCN.O.O.O
Highest occupied orbital energy   -0.311 Eh
Net charge   0

***

ii:
C2H14N2O3 | ωB97M-V/def2-TZVPD

```
21
Properties=species:S:1:pos:R:3
C 2.0126 1.6358 -0.3108
N 1.2000 0.7038 -1.0521
C -0.1103 1.1461 -1.4159
N -0.1113 2.4817 -2.0951
H 1.6558 1.7597 0.7167
H 3.0235 1.2365 -0.1905
H 2.1235 2.6106 -0.7916
H 1.6830 0.4642 -1.9141
H -0.7237 1.1743 -0.5190
H -0.5843 0.4874 -2.1463
H 0.0094 3.1769 -1.3752
H -1.0623 2.6902 -2.3895
O 0.0182 -2.3593 -0.0533
H 0.6235 -3.1061 -0.0357
H 0.0945 -2.0002 -0.9419
O -3.8214 -0.6656 -0.4135
H -4.0045 0.0236 0.2353
H -2.8633 -0.6651 -0.5164
O 1.1367 -2.3327 4.5613
H 1.2355 -1.3909 4.3643
H 1.1457 -2.3475 5.5263
```

Frontier orbital gap   9.86 eV
SMILES   CNCN.O.O.O
Highest occupied orbital energy   -0.339 Eh
Net charge   0

***

Most stable: ii. Least stable: i.

***

i:
C3H10N3S | ωB97M-V/def2-TZVPD

```
17
Properties=species:S:1:pos:R:3
C 0.4555 -0.3618 -0.3537
C -1.7611 0.5730 1.2770
C -0.5502 1.1311 0.5726
N 0.0886 -1.5119 0.1549
N 1.5155 -0.1289 -1.0465
N 2.3819 -1.2538 -1.2489
S -0.6764 2.4774 -0.5222
H -1.5236 -0.2614 1.8660
H -2.5508 0.1427 0.5914
H -2.2340 1.3275 1.8618
H 0.1389 1.3827 1.3379
H -0.7771 -1.3872 0.7333
H 1.5837 0.8201 -1.1724
H 0.5020 -2.4933 0.0307
H 3.3761 -0.9811 -1.3658
H 2.1132 -1.8121 -2.0174
H -2.0821 2.3371 -0.6987
```

Frontier orbital gap   10.12 eV
Highest occupied orbital energy   -0.489 Eh
Net charge   +1

***

ii:
C3H10N3S | ωB97M-V/def2-TZVPD

```
17
Properties=species:S:1:pos:R:3
C 1.5239 0.3312 0.2163
C -2.0430 -0.7143 -1.2813
C -1.4130 -0.9158 0.0915
N 2.2577 -0.1337 -0.8567
N -1.0004 0.1844 0.8728
N 2.2924 0.7615 1.2006
S -1.5266 1.6577 0.8657
H -1.4077 -0.2159 -1.9092
H -2.1247 -1.5876 -1.7989
H -3.0231 -0.1079 -1.2499
H -2.1521 -1.2793 0.7585
H -0.5543 -1.6685 0.1721
H 1.9443 -0.1571 -1.7680
H 3.2082 0.0582 -0.6167
H 3.2696 0.8469 1.0673
H 1.8791 0.9541 2.0780
H -1.1304 1.9863 2.1578
```

Frontier orbital gap (alpha / beta)   6.88 / 6.88 eV
Highest occupied orbital energy (alpha / beta)   -0.473 / -0.473 Eh
Net charge   +1

***

Most stable: i. Least stable: ii.

***

i:
C5H13N2S | ωB97M-V/def2-TZVPD

```
21
Properties=species:S:1:pos:R:3
C -2.7372 -0.7167 -1.5602
C -1.1878 -0.5905 -1.6333
N -0.6623 0.3470 -0.6731
C 0.2387 -0.1720 0.3591
C -0.4983 -0.9015 1.5248
N -0.1707 -2.3365 1.5904
C 1.0561 0.9958 0.9271
S 2.0396 1.8904 -0.3493
H -3.2419 -0.7519 -2.5292
H -2.8777 -1.7449 -1.1874
H -3.2270 -0.1212 -0.8029
H -0.8408 -0.4389 -2.6602
H -0.8228 -1.6147 -1.4443
H -0.1848 1.1344 -1.1080
H 0.8933 -0.8547 -0.2025
H -1.5752 -0.9150 1.3168
H -0.3309 -0.4092 2.4764
H 0.7288 -2.4872 2.0248
H -0.3413 -2.8302 0.7532
H 0.3146 1.6468 1.4002
H 1.8531 0.6296 1.5649
```

Frontier orbital gap   6.24 eV
SMILES   CCN[C@H](CN)C[S-]
Highest occupied orbital energy   -0.093 Eh
Net charge   -1

***

ii:
C5H13N2S | ωB97M-V/def2-TZVPD

```
21
Properties=species:S:1:pos:R:3
C -0.2857 2.4823 -1.7954
C -0.4990 1.5663 -0.6029
N 0.1323 0.2765 -0.7924
C 0.0081 -0.6112 0.3560
C 1.3625 -0.7943 1.0570
N 1.2581 -1.2621 2.4523
C -0.6743 -1.9045 -0.0342
S -2.5011 -1.6672 -0.2603
H 0.7393 2.4311 -2.1740
H -0.8905 2.1496 -2.6472
H -0.5864 3.5018 -1.5583
H -1.5624 1.4303 -0.3731
H -0.0423 2.0605 0.2639
H -0.2727 -0.1577 -1.6127
H -0.6436 -0.1255 1.0873
H 1.9571 0.1193 1.0263
H 1.9075 -1.5795 0.5248
H 0.8861 -2.2071 2.4331
H 0.5481 -0.7177 2.9360
H -0.2760 -2.2878 -0.9810
H -0.5649 -2.7031 0.6946
```

Frontier orbital gap   6.34 eV
SMILES   CCN[C@H](CN)C[S-]
Highest occupied orbital energy   -0.093 Eh
Net charge   -1

***

iii:
C5H13N2S | ωB97M-V/def2-TZVPD

```
21
Properties=species:S:1:pos:R:3
C -1.5216 -1.4094 -0.5555
C -1.0923 -0.0221 -0.0734
C -2.1978 0.9921 -0.2998
S -3.7966 0.5730 0.4619
N 0.1892 0.4033 -0.7115
C 1.3548 -0.4117 -0.4542
C 2.2746 -0.0984 0.8078
N 2.2807 1.2862 1.4364
H -2.2217 -1.3482 -1.3954
H -2.1767 -1.7896 0.2303
H -0.7053 -2.0929 -0.7843
H -0.9520 -0.1887 1.0128
H -1.8887 1.9942 0.0174
H -2.2907 0.9804 -1.3963
H 0.3109 1.3447 -0.3537
H 1.1090 -1.4665 -0.3623
H 2.0136 -0.3061 -1.3227
H 3.2779 -0.2747 0.3997
H 2.1041 -0.9169 1.5063
H 2.6476 1.8482 0.6729
H 1.2810 0.9030 1.1634
```

Frontier orbital gap   5.80 eV
SMILES   C[C@H](C[S-])NCCN
Highest occupied orbital energy   -0.089 Eh
Net charge   -1

***

Most stable: ii. Least stable: iii.